(1)
{
  "formula": "C4H3O2",
  "method": "ωB97M-V/def2-TZVPD",
  "symbols": ["O", "O", "C", "C", "C", "C", "H", "H", "H"],
  "xyz": [[-1.52088, -0.17030, -0.29562], [0.89534, -1.58643, 0.85123], [0.69486, -0.39329, 0.31738], [-0.52423, 0.49872, 0.64463], [-0.17332, -0.17929, -0.91544], [-0.85525, 1.02912, -0.70396], [1.56372, 0.15369, 0.11004], [-1.86145, 2.26491, -1.19190], [1.78122, -1.61713, 1.18365]],
  "forces_ev_per_a": [[-0.92, -2.56, 1.15], [-1.34, 0.28, -0.23], [-0.15, -1.42, -0.18], [-0.27, 0.48, -1.96], [-0.32, -0.19, -0.07], [-2.84, 6.17, -0.62], [1.41, 1.26, 0.27], [3.41, -3.60, 1.18], [1.03, -0.41, 0.45]],
  "lowdin_charge": [0.1236, 0.1625, -0.2137, 0.1893, 0.1021, -0.0717, 0.1665, 0.4003, 0.1412],
  "total_charge": 1,
  "e_tot_ha": -304.05000
}


(2)
{
  "formula": "C4H9NS2",
  "method": "ωB97M-V/def2-TZVPD",
  "symbols": ["S", "S", "N", "C", "C", "C", "C", "H", "H", "H", "H", "H", "H", "H", "H", "H"],
  "xyz": [[-0.55368, -2.02671, -0.07160], [2.54010, -0.93450, 0.32948], [1.96325, -0.12178, -0.99321], [-0.28262, 0.70629, -0.21481], [-0.22608, 0.79474, 1.22010], [0.91322, 0.69228, -1.06116], [-1.38375, -0.36485, -0.40920], [-1.43174, 0.79691, 1.60880], [-2.19149, -0.32744, 0.32916], [0.42687, 1.72199, 1.47642], [0.13854, -1.78002, -1.35928], [1.56987, -1.15703, 1.15088], [-0.79611, 1.65976, -0.22728], [0.84644, 1.09823, -2.04429], [-1.93685, -0.53752, -1.40999], [0.40402, -0.22036, 1.67597]],
  "forces_ev_per_a": [[0.24, 0.98, -3.07], [2.28, -0.37, -0.95], [-2.05, 2.82, 0.40], [-3.27, 0.70, -0.42], [1.77, -1.64, 5.55], [2.36, -3.74, -0.44], [-0.43, -2.34, -2.07], [3.96, 0.42, -0.42], [0.36, 0.50, -0.13], [-1.43, -1.53, 0.30], [-0.91, -1.05, 2.36], [-1.14, -0.16, 0.71], [-0.29, 0.67, -1.97], [-0.23, 0.70, -0.56], [1.27, 0.78, 1.31], [-2.50, 3.27, -0.59]],
  "lowdin_charge": [0.6406, 0.7268, -0.3996, -0.5432, -0.1739, -0.2039, -0.4765, 0.1530, 0.0487, 0.1164, -0.0365, -0.2456, 0.1263, 0.1010, 0.0962, 0.0703],
  "smiles": "C[C@@H](/C=N\\S)CS",
  "e_tot_ha": -1008.78756
}


(3)
{
  "formula": "C4H7NO2",
  "method": "ωB97M-V/def2-TZVPD",
  "symbols": ["O", "O", "N", "C", "C", "C", "C", "H", "H", "H", "H", "H", "H", "H"],
  "xyz": [[2.17939, -0.42886, -1.08792], [-1.50675, 0.75581, 1.62291], [1.29986, -0.56653, -0.05048], [-0.65077, -0.33069, 1.99811], [-0.89235, -0.51419, 0.56641], [0.14278, -0.10147, -0.37541], [-0.14083, 0.62704, -1.65544], [-1.18363, 0.94964, -1.71026], [2.97457, -0.90838, -0.83577], [0.09899, -0.00851, -2.51399], [-1.08127, -1.02352, 2.71537], [0.51649, 1.50159, -1.71786], [0.31681, 0.06305, 2.28301], [-2.06881, 0.09177, 0.82350]],
  "forces_ev_per_a": [[0.54, 0.25, -0.69], [-0.12, 0.24, -0.08], [-0.68, -0.12, -0.01], [0.26, -0.13, 0.30], [-0.54, 0.10, 0.01], [0.26, 0.07, 0.31], [0.05, -0.04, 0.02], [0.19, -0.12, 0.06], [-0.07, 0.00, 0.27], [-0.09, 0.08, 0.08], [-0.02, 0.01, -0.01], [-0.13, -0.13, -0.01], [0.10, -0.10, 0.05], [0.27, -0.13, -0.31]],
  "lowdin_charge": [-0.0439, -0.0870, 0.0392, -0.2202, -0.0372, -0.3567, -0.0244, 0.0819, 0.1006, 0.0853, 0.1107, 0.0891, 0.1121, 0.1504],
  "e_tot_ha": -361.63853
}


(4)
{
  "formula": "C2H4BrI",
  "method": "ωB97M-V/def2-TZVPD",
  "symbols": ["I", "Br", "C", "C", "H", "H", "H", "H"],
  "xyz": [[0.58498, 1.51348, -1.95544], [-1.92853, -0.65223, -1.08058], [-0.44536, 0.44549, -0.24490], [0.47207, -0.45422, 0.60147], [-0.86285, 1.16116, 0.41763], [0.77239, -1.51149, 0.15062], [1.40363, 0.01913, 0.60036], [0.00368, -0.52132, 1.51083]],
  "forces_ev_per_a": [[-0.63, -0.68, 1.35], [0.78, 0.84, 0.74], [0.53, -1.76, -1.77], [0.47, -1.90, -4.24], [-0.63, 0.88, -0.05], [-1.27, 2.14, 0.79], [1.47, 0.99, 0.76], [-0.71, -0.52, 2.42]],
  "lowdin_charge": [0.6240, 0.4823, -1.0564, -0.2381, 0.0031, 0.1262, 0.0230, 0.0359],
  "e_tot_ha": -2950.28141
}


(5)
{
  "formula": "C3H8NOS",
  "method": "ωB97M-V/def2-TZVPD",
  "symbols": ["S", "O", "N", "C", "C", "C", "H", "H", "H", "H", "H", "H", "H", "H"],
  "xyz": [[2.48438, 0.78802, -0.17126], [-1.06846, -1.86221, 0.83024], [-1.53692, 0.29567, -0.43565], [0.71358, 0.90513, 0.32475], [-0.05564, -1.46757, 0.32942], [-0.01113, -0.16129, -0.46751], [-2.02706, -0.05765, -1.25562], [-1.55251, 1.31241, -0.46611], [0.50468, 1.90253, -0.03300], [-1.92337, -0.07901, 0.43524], [2.89222, -0.21761, 0.61585], [0.17817, -0.25885, -1.52940], [0.92159, -1.94905, 0.44097], [0.48047, 0.84947, 1.38207]],
  "forces_ev_per_a": [[0.03, 0.10, 0.47], [0.00, 0.01, 0.09], [1.31, -0.05, -0.45], [1.59, -0.42, -1.06], [0.59, 0.02, -0.43], [-2.98, 0.65, 0.83], [-0.30, -0.17, 0.23], [-0.26, 0.04, 0.10], [-0.44, 0.28, -0.11], [-0.41, -0.13, -0.10], [-0.14, 0.00, 0.09], [0.74, 0.01, 0.05], [0.01, -0.30, 0.10], [0.27, -0.04, 0.21]],
  "lowdin_charge": [0.7933, 0.1115, 0.2202, -0.4934, -0.1814, -0.2781, 0.1730, 0.1591, 0.0708, 0.1491, -0.1262, 0.1503, 0.1446, 0.1073],
  "smiles": "[NH3+][C@H](C=O)CS",
  "total_charge": 1,
  "e_tot_ha": -647.00532
}


(6)
{
  "formula": "C6H10N2",
  "method": "ωB97M-V/def2-TZVPD",
  "symbols": ["N", "N", "C", "C", "C", "C", "C", "C", "H", "H", "H", "H", "H", "H", "H", "H", "H", "H"],
  "xyz": [[-1.91561, -0.77826, 0.28636], [-0.57413, -1.18086, -2.75148], [0.66808, -1.58194, 0.48270], [0.99564, 1.60723, -1.00867], [-0.25320, -0.86149, -1.69758], [0.09109, 1.39966, 1.30380], [0.01473, -0.51002, -0.34981], [0.37943, 0.89202, -0.07192], [-0.90724, 1.08558, 1.59959], [-2.09194, -1.70290, -0.09808], [0.16275, 2.48323, 1.33306], [1.20748, 1.20511, -1.98744], [1.33765, 2.60939, -0.82049], [0.50402, -1.37899, 1.53841], [0.80020, 0.98742, 2.01983], [-2.41248, -0.11507, -0.30923], [1.74040, -1.60076, 0.28309], [0.25313, -2.55934, 0.24786]],
  "forces_ev_per_a": [[3.12, 0.89, -0.42], [0.10, -0.09, -0.48], [0.11, 0.00, 0.03], [-0.08, -0.17, -0.01], [-0.02, -0.13, -0.59], [-0.02, -0.03, 0.03], [-3.60, -0.95, 1.83], [0.16, 0.37, -0.19], [-0.03, 0.03, 0.11], [0.07, 0.00, -0.27], [0.04, 0.06, 0.02], [-0.04, -0.08, -0.13], [0.00, 0.24, 0.13], [0.02, 0.03, -0.01], [0.03, -0.02, 0.13], [0.08, -0.14, -0.16], [0.07, 0.00, 0.00], [0.01, -0.01, -0.01]],
  "lowdin_charge": [0.0736, 0.1778, -0.0433, 0.0863, -0.2499, -0.0514, -0.3217, -0.3438, 0.0693, 0.0116, 0.0812, 0.0669, 0.0686, 0.0834, 0.0842, 0.0226, 0.0974, 0.0873],
  "e_tot_ha": -344.03941
}